Entry 1:
Molecular formula: C35H45ClN5O6V
Method: DFT, ωB97M-V/def2-TZVPD

Each line ends with the Mulliken spin population.
Atoms and positions in Å:
O  -0.507  -0.663  -2.416  -0.012
C  -1.157  -0.672  -3.675  0.001
C  -0.855  0.634  -4.424  -0.005
C  -0.198  1.677  -3.775  0.000
H  0.099  1.536  -2.736  0.001
C  0.004  2.902  -4.412  0.000
H  0.497  3.694  -3.848  0.000
C  -0.456  3.098  -5.716  0.000
H  -0.321  4.065  -6.202  0.000
C  -1.104  2.051  -6.386  0.000
H  -1.477  2.200  -7.402  0.000
C  -1.291  0.822  -5.747  0.001
H  -1.810  -0.006  -6.239  0.000
H  -0.798  -1.482  -4.346  0.000
C  -3.015  -2.375  -3.231  0.003
C  -2.659  -0.950  -3.500  0.004
H  -4.094  -2.560  -3.345  0.000
H  -2.709  -2.613  -2.197  0.004
H  -2.468  -3.039  -3.924  0.000
C  -3.473  0.108  -3.298  0.000
C  -4.877  0.065  -2.793  0.000
H  -3.082  1.109  -3.478  0.003
H  -5.556  0.495  -3.548  0.000
H  -4.941  0.710  -1.902  0.000
H  -5.205  -0.956  -2.534  0.000
V  -0.746  -0.966  -0.596  1.972
Cl  -2.993  -0.378  -0.556  0.011
C  -1.925  -0.867  1.962  0.007
O  -1.319  -1.727  1.284  0.010
N  -1.986  -0.864  3.290  0.000
C  -1.470  -2.034  3.979  0.000
C  -2.752  0.138  4.021  0.000
H  -2.488  -0.023  1.534  -0.001
H  -0.908  -2.620  3.241  0.000
H  -2.324  -2.607  4.363  0.000
H  -0.818  -1.702  4.796  0.000
H  -2.931  1.005  3.367  0.000
H  -2.182  0.464  4.899  0.000
H  -3.718  -0.285  4.334  0.000
H  4.081  0.910  -2.894  0.000
H  4.040  1.268  -0.283  0.000
C  2.991  0.814  -2.782  0.000
C  2.978  0.981  -0.309  0.001
N  2.681  0.194  -1.503  0.001
H  2.586  0.180  -3.580  0.000
C  2.145  -1.037  -1.447  -0.005
O  1.412  -1.459  -0.522  0.014
H  2.724  0.417  0.594  0.002
H  2.370  -1.676  -2.331  -0.001
H  2.538  1.814  -2.840  0.000
H  2.395  1.913  -0.332  -0.001
H  -0.848  -6.366  -0.274  0.000
H  1.316  -6.534  -1.892  0.000
C  -1.252  -5.820  -1.142  0.000
C  0.805  -5.816  -2.550  -0.001
N  -0.192  -5.054  -1.805  0.004
H  -2.050  -5.145  -0.815  0.000
C  -0.096  -3.722  -1.693  0.004
O  -0.850  -3.042  -0.958  -0.019
H  1.535  -5.109  -2.959  0.000
H  0.691  -3.264  -2.327  0.001
H  -1.647  -6.556  -1.857  0.000
H  0.331  -6.373  -3.372  0.000
O  -0.578  2.755  -0.659  0.003
C  -0.080  2.206  0.291  0.020
N  0.706  2.820  1.295  0.001
C  1.068  1.920  2.354  -0.001
C  0.593  0.577  1.719  -0.023
O  0.887  -0.561  2.131  0.011
N  -0.132  0.830  0.584  -0.006
C  2.565  1.854  2.646  -0.002
C  2.986  0.745  3.380  0.000
C  4.305  0.611  3.786  0.000
C  5.216  1.613  3.448  0.000
C  4.803  2.727  2.708  0.000
C  3.468  2.865  2.298  0.000
C  0.432  2.253  3.708  0.000
C  0.334  3.574  4.158  0.000
C  0.050  3.798  5.511  0.000
C  -0.142  2.726  6.388  0.000
C  -0.053  1.413  5.922  0.000
C  0.230  1.189  4.575  0.000
H  0.614  3.835  1.374  0.000
H  2.252  -0.021  3.605  0.000
H  4.570  -0.279  4.350  0.000
H  6.253  1.517  3.771  0.000
H  5.508  3.516  2.444  0.000
H  3.128  3.732  1.722  0.000
H  0.520  4.402  3.469  0.000
H  0.003  4.825  5.866  0.000
H  -0.355  2.908  7.442  0.000
H  -0.180  0.559  6.583  0.000
H  0.359  0.191  4.165  0.000

Kohn-Sham gap (spin up / spin down)   7.54 / 7.68 eV
Electronic energy   -3490.2451 Ha
Energy relative to the best compared isomer or geometry (same formula, charge and spin)   0.0 kJ/mol
HOMO (spin up / spin down)   -0.2665 / -0.2717 Eh
Max |F|   0.0403 Eh/bohr
Lowest unoccupied orbital energy (spin up / spin down)   0.288 / 0.287 eV
Spin multiplicity   3
Net charge   0
Molecular weight   718.17 g mol⁻¹



Entry 2:
Molecular formula: C35H45F6InN11O7PS2
Method: DFT, ωB97M-V/def2-TZVPD

Each line ends with the Mulliken charge.
Atoms and positions in Å:
In  -0.165  0.864  -1.057  2.459
C  -5.248  0.575  2.054  -1.029
C  -4.267  -0.475  1.619  -0.854
C  -3.554  -0.149  0.291  0.013
C  -3.423  1.321  -0.054  -0.451
C  -4.168  2.224  0.613  -0.350
C  -5.154  1.826  1.605  -0.963
N  -2.473  1.674  -1.014  0.945
C  -2.650  2.753  -1.758  0.184
C  -3.926  3.307  -2.133  -0.534
C  -4.007  4.380  -2.951  -0.728
C  -2.843  5.037  -3.459  -0.839
C  -1.616  4.569  -3.140  -0.927
C  -1.486  3.431  -2.290  0.594
N  -0.302  2.924  -1.950  1.457
N  0.785  3.529  -2.289  -1.786
C  1.914  2.781  -2.040  0.106
C  3.160  3.377  -2.289  -0.650
C  4.301  2.638  -2.115  -0.632
C  4.204  1.305  -1.701  -1.182
C  2.958  0.785  -1.455  0.365
N  1.837  1.513  -1.606  0.276
H  -5.981  0.304  2.804  0.436
H  -4.781  -1.423  1.456  0.948
H  -4.114  -0.632  -0.516  0.866
H  -4.049  3.278  0.405  0.671
H  -5.822  2.589  1.987  0.385
H  -4.820  2.798  -1.806  0.494
H  -4.983  4.731  -3.262  0.413
H  -2.955  5.881  -4.125  0.411
H  -0.714  5.014  -3.532  0.473
H  3.170  4.403  -2.626  0.575
H  5.269  3.083  -2.309  0.461
H  5.078  0.683  -1.581  0.503
H  2.809  -0.232  -1.125  0.292
F  0.916  -1.548  -5.412  -0.251
C  0.795  -1.657  -4.092  0.506
F  1.535  -0.705  -3.521  -0.135
F  1.268  -2.847  -3.730  -0.264
S  -1.008  -1.491  -3.608  1.337
O  -1.049  -0.684  -2.377  -0.571
O  -1.455  -2.836  -3.480  -0.709
N  -1.669  -0.784  -4.826  -0.844
S  -1.641  0.808  -4.905  1.103
O  -0.382  1.366  -4.478  -0.659
O  -2.855  1.406  -4.445  -0.632
C  -1.674  0.988  -6.740  0.403
F  -1.639  2.291  -7.031  -0.206
F  -0.624  0.398  -7.304  -0.200
F  -2.787  0.466  -7.245  -0.210
C  1.600  -5.353  -0.927  -1.773
C  0.485  -4.515  -0.290  2.247
C  0.467  -4.702  1.230  -1.433
C  -0.875  -4.879  -0.891  -1.474
C  0.767  -3.095  -0.560  -0.658
N  0.974  -1.986  -0.767  0.120
H  1.402  -6.409  -0.740  0.439
H  2.574  -5.102  -0.504  0.358
H  1.637  -5.194  -2.004  0.327
H  0.307  -5.757  1.460  0.513
H  -0.341  -4.121  1.676  0.149
H  1.412  -4.388  1.677  0.252
H  -1.093  -5.921  -0.646  0.480
H  -0.865  -4.765  -1.972  0.345
H  -1.661  -4.239  -0.493  0.140
C  -3.816  -1.765  3.661  -1.205
N  -3.317  -0.781  2.716  0.871
C  -2.611  0.254  3.309  -0.973
C  -1.715  1.070  2.739  -1.626
C  -1.100  0.983  1.414  2.525
O  -0.392  1.941  1.025  -0.858
N  -1.112  -0.115  0.624  0.262
C  -2.225  -0.898  0.369  -1.771
O  -2.159  -2.082  0.132  -0.242
H  -4.624  -1.377  4.295  0.349
H  -3.004  -2.101  4.305  0.362
H  -4.183  -2.633  3.116  0.337
H  -2.811  0.401  4.371  0.437
H  -1.327  1.885  3.334  0.430
C  0.717  -1.564  3.274  -0.743
N  2.121  -1.211  3.145  1.292
C  2.997  -1.840  4.109  -1.283
P  2.564  0.046  2.163  -1.547
O  1.722  0.091  0.953  0.331
N  2.481  1.460  3.010  1.115
C  2.515  1.571  4.450  -1.087
C  2.488  2.724  2.296  -1.036
N  4.167  -0.216  1.816  0.953
C  4.508  -1.395  1.046  -1.188
C  5.286  0.451  2.440  -1.076
H  0.630  -2.649  3.386  0.476
H  0.178  -1.273  2.374  -0.510
H  0.255  -1.090  4.149  0.280
H  3.000  -2.926  3.970  0.214
H  2.676  -1.640  5.139  0.390
H  4.019  -1.478  3.999  0.275
H  2.532  0.587  4.914  0.258
H  1.630  2.104  4.813  0.235
H  3.400  2.123  4.789  0.335
H  2.312  2.549  1.238  -0.004
H  3.442  3.249  2.428  0.292
H  1.680  3.362  2.661  0.353
H  3.612  -1.813  0.587  0.176
H  4.972  -2.166  1.675  0.329
H  5.216  -1.143  0.250  0.309
H  4.940  1.292  3.037  0.250
H  5.976  0.834  1.681  0.261
H  5.851  -0.229  3.091  0.347

Kohn-Sham gap (spin up / spin down)   5.85 / 5.50 eV
Electronic energy   -4416.8171 Ha
Energy relative to the best compared isomer or geometry (same formula, charge and spin)   269.9 kJ/mol
HOMO (spin up / spin down)   -0.2557 / -0.2496 Eh
Max |F|   0.0194 Eh/bohr
Lowest unoccupied orbital energy (spin up / spin down)   -1.105 / -1.296 eV
Net charge   0
Molecular weight   1055.73 g mol⁻¹



Entry 3:
Molecular formula: C35H46Br2Cl2N12OS
Method: DFT, ωB97M-V/def2-TZVPD

Each line ends with the Mulliken charge.
Atoms and positions in Å:
C  4.447  2.854  3.888  -0.969
C  3.043  2.151  3.766  0.409
Cl  1.595  3.047  4.323  -0.258
C  2.924  0.894  3.242  -0.116
Cl  4.467  0.118  2.687  -0.133
C  1.636  0.074  3.090  0.338
C  0.533  0.054  4.027  -1.255
C  -0.720  -0.810  3.861  1.142
C  -1.799  -0.708  4.986  -0.619
C  -3.209  -0.180  4.519  -0.228
C  -4.009  0.580  5.642  -0.604
O  -4.250  -0.259  6.797  -0.528
C  -0.887  -1.711  2.734  0.524
C  -2.085  -2.669  2.459  -1.106
Br  -2.580  -3.801  4.028  -0.097
C  -3.349  -1.944  1.791  0.066
C  -4.668  -2.766  2.044  -1.175
Br  -3.039  -2.035  -0.192  -0.073
C  0.234  -1.708  1.709  0.156
N  0.283  -2.476  0.576  -0.534
S  1.718  -2.170  -0.212  0.083
N  2.352  -1.027  0.843  -0.395
C  1.488  -0.835  1.879  0.212
H  4.372  3.830  4.457  0.265
H  5.196  2.216  4.430  0.311
H  4.896  3.074  2.878  0.305
H  0.574  0.702  4.941  0.358
H  -1.858  -1.673  5.570  0.396
H  -1.409  0.051  5.733  0.337
H  -3.175  0.467  3.600  0.358
H  -3.842  -1.077  4.232  -0.087
H  -5.036  0.796  5.208  0.280
H  -3.579  1.578  5.922  0.332
H  -4.110  -1.165  6.470  0.343
H  -1.725  -3.406  1.683  0.702
H  -3.422  -0.861  2.037  0.355
H  -4.458  -3.849  1.815  0.325
H  -5.089  -2.635  3.080  0.301
H  -5.501  -2.477  1.338  0.362
C  -2.016  -1.583  -3.524  -0.274
C  -2.621  -0.801  -4.629  0.333
N  -3.090  -0.192  -5.485  -0.497
H  -2.612  -1.469  -2.618  -0.218
H  -1.976  -2.638  -3.794  0.311
H  -1.005  -1.226  -3.330  0.265
C  1.897  6.952  4.510  -0.672
C  3.226  6.308  4.636  0.397
N  4.260  5.811  4.731  -0.511
H  1.654  7.482  5.431  0.279
H  1.907  7.661  3.682  0.226
H  1.136  6.194  4.323  0.207
C  -9.220  -1.423  1.774  -0.771
C  -8.507  -2.710  1.584  0.382
N  -7.955  -3.708  1.437  -0.387
H  -9.227  -0.863  0.839  0.262
H  -10.248  -1.611  2.084  0.306
H  -8.720  -0.832  2.540  0.246
C  5.753  8.689  2.922  -0.759
C  4.393  9.095  2.489  0.378
N  3.337  9.405  2.156  -0.442
H  6.047  7.775  2.409  0.257
H  6.467  9.478  2.685  0.319
H  5.761  8.511  3.997  0.256
C  -4.245  -2.131  -8.518  -0.694
C  -4.468  -3.597  -8.570  0.328
N  -4.641  -4.734  -8.610  -0.395
H  -3.188  -1.911  -8.666  0.250
H  -4.824  -1.641  -9.301  0.285
H  -4.556  -1.742  -7.549  0.227
C  4.915  1.099  -1.463  -0.602
C  4.744  -0.373  -1.507  0.394
N  4.608  -1.514  -1.541  -0.446
H  5.963  1.354  -1.619  0.289
H  4.314  1.565  -2.243  0.276
H  4.597  1.478  -0.491  0.141
C  -6.560  -5.042  -11.666  -0.678
C  -7.166  -4.256  -12.770  0.286
N  -7.635  -3.646  -13.625  -0.351
H  -7.156  -4.930  -10.761  0.250
H  -6.522  -6.096  -11.939  0.285
H  -5.548  -4.689  -11.471  0.194
C  -1.095  2.477  -5.897  -0.581
C  0.334  2.533  -5.500  0.296
N  1.441  2.577  -5.190  -0.368
H  -1.721  2.833  -5.080  0.250
H  -1.261  3.105  -6.772  0.294
H  -1.372  1.452  -6.137  0.089
C  8.299  -1.472  2.770  -0.625
C  8.601  -0.023  2.616  0.320
N  8.838  1.096  2.497  -0.398
H  8.220  -1.940  1.789  0.193
H  9.096  -1.957  3.333  0.298
H  7.357  -1.601  3.303  0.222
C  7.086  -3.970  -2.095  -0.505
C  8.520  -3.766  -2.417  0.283
N  9.632  -3.609  -2.666  -0.368
H  6.661  -4.725  -2.755  0.288
H  6.981  -4.301  -1.062  0.245
H  6.540  -3.036  -2.225  0.052

Kohn-Sham gap   7.45 eV
Electronic energy   -8559.9926 Ha
HOMO   -0.3244 Eh
Max |F|   0.0609 Eh/bohr
Lowest unoccupied orbital energy   -1.378 eV
SMILES   C/C(Cl)=C(\Cl)c1cc(CCCO)c([C@@H](Br)[C@H](C)Br)c2nsnc12.CC#N.CC#N.CC#N.CC#N.CC#N.CC#N.CC#N.CC#N.CC#N.CC#N
Net charge   0
Molecular weight   913.62 g mol⁻¹